Entry 1:
41
Properties=species:S:1:pos:R:3:forces:R:3:lowdin_charge:R:1 method="wB97M-V/def2-TZVPD" max_force_ev_per_a=3.76 smiles=CCN[C@H](C)CCS.O.O.O.O.O.O lumo_energy_ev=0.18 homo_energy_ha=-0.3284 homo_lumo_gap_ev=9.1 mol_weight_g_mol=241.350
C -1.8679 -1.6389 1.1806 0.67 0.13 -0.62 -0.101
C -1.2120 -1.2678 2.5140 0.40 0.32 -0.57 -0.237
N -0.3458 -0.0314 2.3646 -1.76 -1.33 0.10 -0.031
C 0.7075 -0.0617 1.3468 -1.19 -1.35 -0.94 -0.463
C 2.0453 -0.5700 1.8223 0.66 0.38 0.85 -0.054
C 0.7308 1.2615 0.6760 0.18 3.74 -0.33 -0.228
C -0.5699 1.7312 -0.0481 -0.28 -3.40 0.25 -0.625
S -0.7396 3.4248 -0.4631 -0.28 0.87 0.15 0.757
H -2.2940 -2.6412 1.2281 -0.28 0.18 -0.01 0.078
H -1.1192 -1.6496 0.3930 0.14 -0.52 -0.07 0.034
H -2.5544 -0.9000 0.7441 -0.33 -0.15 0.77 0.080
H -0.6256 -2.1307 2.8821 -0.12 0.15 -0.17 0.102
H -2.0644 -1.1784 3.2145 0.81 0.67 0.14 0.109
H -0.1122 0.3520 3.2684 0.39 0.03 -0.10 0.118
H 0.3462 -0.7303 0.5275 0.30 0.14 0.73 0.112
H 2.4187 0.1501 2.5710 0.21 -0.01 -0.38 0.083
H 1.9328 -1.4821 2.4347 0.06 0.00 -0.68 0.079
H 2.7936 -0.6720 1.0035 -0.56 -0.10 0.63 0.096
H 0.8960 2.0603 1.4437 0.17 -0.55 -0.29 0.118
H 1.5130 1.4548 -0.0905 -0.05 -0.77 0.74 0.092
H -0.6995 1.0626 -0.9148 0.32 0.50 -0.36 0.068
H -1.4473 1.3446 0.5000 0.27 0.86 0.39 0.050
H -0.1150 3.3842 -1.6358 0.20 0.00 -0.20 -0.170
O -0.7944 1.7258 -4.1518 0.28 0.09 0.72 -0.063
H 0.1253 1.8952 -3.9103 0.18 0.12 -0.37 0.008
H -1.1734 1.6978 -3.2597 -0.37 -0.16 -0.37 0.017
O 1.2312 -3.5664 -0.3966 -0.38 -0.25 0.91 -0.061
H 1.0347 -4.3272 0.1805 0.19 0.15 -0.59 0.050
H 1.0310 -2.8418 0.2147 0.19 0.15 -0.35 0.004
O -2.9177 1.5324 3.1527 -0.22 0.01 0.06 -0.056
H -2.6518 0.7780 2.6185 0.17 0.01 -0.02 -0.015
H -2.4922 2.2746 2.7163 0.05 0.10 0.00 0.029
O 1.9552 2.4772 -2.3589 0.00 -0.15 -0.27 -0.069
H 2.3164 2.9140 -1.5821 0.01 0.03 0.02 0.043
H 2.0228 1.5298 -2.1811 -0.06 -0.08 0.10 0.004
O 1.9918 -0.7525 -2.3660 0.47 0.91 0.79 -0.054
H 1.3535 -1.4529 -2.5297 0.14 0.12 -0.59 0.018
H 2.5439 -0.4876 -3.1130 -0.55 -0.81 -0.13 0.051
O -1.0471 -1.2286 -3.1339 -0.05 -0.28 0.45 -0.058
H -1.5509 -2.0226 -2.9007 0.24 0.21 -0.23 0.048
H -0.5953 -1.4173 -3.9612 -0.20 0.03 -0.13 0.039

Entry 2:
49
Properties=species:S:1:pos:R:3:forces:R:3:lowdin_charge:R:1 method="wB97M-V/def2-TZVPD" max_force_ev_per_a=0.69 smiles="Cc1ccc(NC(=O)c2ccc(OC(=O)COc3ccc(Cl)c(C)c3)cc2)cc1" lumo_energy_ev=0.50 homo_energy_ha=-0.3069 homo_lumo_gap_ev=8.9 mol_weight_g_mol=409.869
C 10.1367 -0.6080 0.8952 -0.01 0.06 0.05 -0.056
C 8.6684 -0.4988 0.6181 0.01 0.00 -0.04 -0.290
C 8.1622 0.5762 -0.1032 0.00 -0.24 0.14 -0.037
C 6.8104 0.7054 -0.3564 -0.13 0.16 -0.10 -0.004
C 5.9243 -0.2568 0.1180 0.39 0.03 0.01 -0.221
N 4.5436 -0.2009 -0.1060 -0.19 -0.37 0.13 0.132
C 3.8111 0.7770 -0.7096 -0.18 -0.15 0.04 -0.421
O 4.2622 1.8114 -1.1546 0.08 0.15 0.00 0.083
C 2.3466 0.4695 -0.7662 -0.21 0.02 -0.10 -0.136
C 1.4541 1.5298 -0.6485 0.13 -0.14 -0.04 0.008
C 0.0891 1.3213 -0.7047 -0.20 -0.03 -0.06 0.018
C -0.3887 0.0329 -0.8959 0.38 -0.04 0.09 -0.213
O -1.7441 -0.2625 -1.0134 0.30 -0.22 -0.40 0.077
C -2.6543 0.3317 -0.2209 -0.52 0.18 0.42 -0.430
O -2.4165 1.1006 0.6597 -0.03 -0.07 -0.09 0.165
C -4.0368 -0.1645 -0.6278 0.04 -0.04 -0.07 -0.096
O -4.9852 0.4257 0.2157 0.10 0.06 0.05 -0.016
C -6.3002 0.1075 0.0436 -0.25 -0.04 -0.01 -0.252
C -6.7946 -0.7588 -0.9231 0.31 0.07 0.03 -0.021
C -8.1579 -0.9982 -0.9909 -0.15 0.08 0.13 -0.100
C -9.0190 -0.3811 -0.1054 0.26 -0.05 -0.11 -0.625
Cl -10.7164 -0.7058 -0.2206 -0.22 -0.06 -0.03 0.692
C -8.5472 0.4941 0.8742 0.02 -0.07 -0.08 -0.291
C -9.4870 1.1580 1.8285 0.02 0.01 0.01 -0.072
C -7.1849 0.7229 0.9294 0.21 -0.08 -0.13 0.042
C 0.4906 -1.0322 -1.0492 -0.43 0.11 0.05 0.010
C 1.8527 -0.8141 -0.9821 0.07 0.21 0.06 -0.025
C 6.4210 -1.3382 0.8414 -0.11 0.10 -0.06 -0.028
C 7.7753 -1.4538 1.0862 0.01 0.09 -0.06 -0.050
H 10.7152 -0.3593 0.0077 0.10 -0.02 -0.02 0.078
H 10.4214 0.0887 1.6842 0.10 0.00 0.05 0.083
H 10.3993 -1.6127 1.2170 0.08 -0.05 0.01 0.073
H 8.8407 1.3295 -0.4764 0.07 0.09 -0.06 0.115
H 6.4358 1.5456 -0.9158 -0.02 0.02 -0.01 0.099
H 4.0280 -0.9756 0.2884 0.01 0.24 -0.08 0.132
H 1.8493 2.5248 -0.5132 0.02 0.09 0.00 0.124
H -0.5943 2.1481 -0.6018 -0.02 0.03 0.03 0.122
H -4.0456 -1.2614 -0.5479 0.01 0.14 -0.05 0.150
H -4.2006 0.1083 -1.6810 0.02 -0.08 0.12 0.151
H -6.1448 -1.2529 -1.6273 0.09 -0.03 -0.05 0.104
H -8.5484 -1.6699 -1.7393 -0.06 -0.05 -0.05 0.106
H -10.2168 1.7550 1.2834 -0.07 0.04 0.04 0.079
H -10.0361 0.4090 2.3976 -0.07 0.02 0.06 0.079
H -8.9466 1.8006 2.5171 0.02 0.05 0.06 0.078
H -6.7719 1.3908 1.6686 0.03 0.10 0.12 0.129
H 0.0930 -2.0195 -1.2247 -0.05 -0.10 -0.02 0.121
H 2.5247 -1.6471 -1.1313 0.06 -0.06 -0.02 0.116
H 5.7405 -2.0925 1.2134 -0.07 -0.07 0.04 0.109
H 8.1419 -2.3001 1.6493 0.04 -0.08 0.05 0.109

Entry 3:
32
Properties=species:S:1:pos:R:3:forces:R:3:lowdin_charge:R:1 method="wB97M-V/def2-TZVPD" max_force_ev_per_a=5.30 lumo_energy_ev="-7.48 / -10.50" homo_energy_ha="-0.5661 / -0.5658" charge=+2 spin_multiplicity=2 homo_lumo_gap_ev="7.9 / 4.9" mol_weight_g_mol=236.289
Ca -15.6136 6.7013 10.2619 -1.83 2.24 -1.62 1.584
O -16.3843 8.4410 9.0851 1.05 -1.85 0.92 -0.608
H -16.2269 9.1901 8.4780 -0.04 -0.73 0.67 -0.037
O -17.8284 5.3515 10.1415 2.85 0.58 2.24 -0.359
P -18.8583 4.7040 9.3572 -1.74 -0.88 -4.92 0.677
N -20.0268 3.7342 10.3372 0.61 -0.08 -1.23 -0.128
C -19.4913 3.0741 11.5101 -0.98 0.34 -0.40 -0.020
C -21.3146 3.3175 9.7827 0.74 -0.63 0.80 -0.026
N -18.2316 3.5279 8.1540 -1.38 1.27 1.86 -0.257
C -16.8365 3.6619 7.7716 0.25 0.55 0.17 -0.120
C -18.6403 2.0631 8.2413 -0.33 1.89 0.45 -0.039
N -19.7710 5.8576 8.5348 0.35 -1.82 0.17 -0.311
C -20.5622 6.7886 9.3378 0.42 0.02 -0.10 -0.074
C -19.0868 6.6219 7.4750 0.61 -0.90 -1.06 -0.082
H -18.4623 3.4086 11.6412 -0.17 -0.59 0.36 0.098
H -19.7687 2.0220 11.4462 0.98 -0.53 -0.47 0.123
H -20.1344 3.2543 12.3716 0.06 0.96 0.41 0.133
H -21.4452 3.5740 8.7314 -0.42 0.85 0.53 0.114
H -22.0001 3.5256 10.6041 -0.87 1.15 -0.48 0.133
H -21.4939 2.2440 9.8409 0.91 -0.63 -0.12 0.119
H -16.2177 3.0180 8.3964 0.26 -0.44 -0.57 0.097
H -16.8276 3.5183 6.6911 0.51 -0.67 0.09 0.115
H -16.4008 4.6560 7.8722 -0.49 0.39 0.21 0.060
H -19.6816 2.0555 7.9192 0.03 -0.55 0.33 0.082
H -18.0666 1.4033 7.5904 0.17 0.47 0.00 0.107
H -18.4591 1.8385 9.2924 -0.35 -1.01 -0.21 0.072
H -21.3785 6.2548 9.8244 0.12 0.36 0.39 0.086
H -19.8260 7.3001 9.9579 -0.66 0.27 0.73 0.093
H -20.9579 7.5356 8.6496 -0.26 -0.17 0.12 0.105
H -18.3478 6.0154 6.9514 0.01 -0.31 0.09 0.075
H -18.5319 7.4987 7.8085 -0.33 0.13 0.43 0.079
H -19.8213 6.8466 6.7015 -0.06 0.32 0.22 0.108

Entry 4:
100
Properties=species:S:1:pos:R:3:forces:R:3:lowdin_charge:R:1 method="wB97M-V/def2-TZVPD" max_force_ev_per_a=0.54 lumo_energy_ev="-9.74 / -10.67" homo_energy_ha="-0.5843 / -0.5942" charge=+3 spin_multiplicity=2 homo_lumo_gap_ev="6.2 / 5.5" mol_weight_g_mol=834.260
V -0.3292 0.2452 0.1875 -0.50 0.18 -0.08 0.621
Cl -0.6094 1.0928 2.3810 -0.06 0.25 0.35 0.887
C -1.9216 2.3100 2.2519 0.14 -0.12 0.09 -0.546
C -2.6471 2.5422 3.3990 -0.09 0.19 -0.18 -0.063
C -3.6024 3.5544 3.3470 0.11 -0.13 0.01 -0.014
C -3.7572 4.3130 2.1972 0.02 0.00 -0.05 -0.016
C -2.9919 4.0542 1.0693 0.07 -0.06 0.02 -0.038
C -2.0749 3.0011 1.0614 -0.10 0.06 0.06 -0.369
P -0.9898 2.5797 -0.3210 0.04 -0.16 0.03 1.109
C -1.7832 2.5658 -1.9294 -0.02 0.06 -0.05 -0.356
C -2.9919 3.1973 -2.2156 0.02 -0.11 0.03 -0.056
C -3.4823 3.1835 -3.5104 0.00 -0.01 0.00 -0.035
C -2.7767 2.5500 -4.5221 0.07 -0.02 0.05 -0.028
C -1.5759 1.9115 -4.2418 -0.06 0.04 0.06 -0.043
C -1.0794 1.9175 -2.9489 0.04 -0.08 0.01 -0.111
C 0.2038 3.9253 -0.3016 0.03 -0.02 0.05 -0.346
C 0.6171 4.4573 0.9230 0.05 0.00 -0.04 -0.078
C 1.5219 5.5051 0.9504 -0.04 -0.04 -0.10 -0.047
C 2.0194 6.0231 -0.2392 -0.05 -0.07 0.01 -0.035
C 1.6135 5.4933 -1.4568 0.02 0.03 0.02 -0.040
C 0.7060 4.4468 -1.4933 -0.02 -0.05 -0.14 -0.071
H -2.4794 1.9720 4.2975 0.02 -0.07 0.12 0.123
H -4.2024 3.7606 4.2195 -0.05 0.02 0.09 0.131
H -4.4700 5.1243 2.1808 -0.04 0.04 0.00 0.130
H -3.0931 4.6943 0.2060 0.00 0.02 -0.04 0.118
H -3.5793 3.6665 -1.4434 -0.01 0.03 0.04 0.096
H -4.4211 3.6700 -3.7283 -0.06 0.04 -0.02 0.125
H -3.1605 2.5553 -5.5299 -0.05 -0.01 -0.11 0.124
H -1.0271 1.4178 -5.0289 0.05 -0.04 -0.07 0.120
H -0.1352 1.4188 -2.7452 -0.07 0.05 0.00 0.095
H 0.2245 4.0783 1.8571 -0.03 -0.03 0.04 0.105
H 1.8255 5.9263 1.8959 0.04 0.05 0.09 0.121
H 2.7116 6.8501 -0.2178 0.08 0.09 0.00 0.123
H 1.9878 5.9083 -2.3813 0.02 0.02 -0.04 0.124
H 0.3732 4.0619 -2.4519 0.03 0.04 0.09 0.111
C -5.9544 0.6723 -1.4279 0.00 0.00 0.03 -0.038
C -4.9858 0.0982 -2.2401 0.06 0.02 0.00 -0.042
C -3.7015 -0.0995 -1.7607 -0.15 0.01 -0.04 -0.019
C -3.4234 0.2961 -0.4628 0.09 0.12 0.31 -0.259
C -4.3739 0.8466 0.3786 -0.13 0.04 -0.18 -0.011
C -5.6537 1.0389 -0.1241 0.11 -0.06 -0.02 -0.034
N -2.0931 0.0230 0.0155 0.28 -0.32 -0.17 -0.163
N -1.9158 -1.1845 0.6129 0.50 0.10 -0.13 0.095
C -1.0586 -2.0258 -0.0845 -0.17 -0.30 -0.08 -0.354
C -1.0523 -3.4231 0.0615 -0.06 0.27 0.06 0.016
C -0.2668 -4.1349 -0.8057 0.03 0.01 -0.05 0.001
C 0.5223 -3.4716 -1.7660 0.01 0.18 0.02 -0.015
C 0.5339 -2.1044 -1.7972 0.06 -0.16 -0.01 -0.100
N -0.2380 -1.3940 -0.9433 0.00 0.06 -0.20 -0.011
H -6.9541 0.8168 -1.8076 -0.08 0.01 -0.03 0.122
H -5.2297 -0.2025 -3.2474 -0.03 -0.02 -0.09 0.123
H -2.9360 -0.5453 -2.3820 0.03 0.01 0.00 0.122
H -4.1367 1.0953 1.4018 0.02 0.00 0.05 0.109
H -6.4172 1.4561 0.5123 -0.11 0.06 0.07 0.120
H -1.7094 -3.8878 0.7812 -0.03 -0.01 0.03 0.136
H -0.2789 -5.2154 -0.7792 0.01 -0.05 0.00 0.134
H 1.1108 -4.0300 -2.4760 0.04 -0.04 -0.06 0.128
H 1.1296 -1.5379 -2.5008 0.00 -0.03 -0.01 0.128
C 3.4731 -3.8721 3.3443 0.09 0.03 0.14 -0.023
C 3.7388 -3.7840 1.8714 0.02 -0.11 -0.02 -0.223
C 4.5732 -4.7453 1.3070 -0.05 0.04 0.04 -0.004
C 4.9333 -4.7221 -0.0293 0.00 0.01 -0.03 -0.005
C 4.4926 -3.6988 -0.8637 -0.08 0.08 0.08 -0.040
C 3.6683 -2.7305 -0.3399 0.09 -0.02 -0.12 -0.093
C 3.2684 -2.7650 1.0130 -0.09 0.03 -0.05 -0.290
P 2.2632 -1.3788 1.4492 0.22 -0.04 0.13 1.223
C 1.4049 -1.5501 2.9819 -0.22 0.01 -0.02 -0.348
C 0.6294 -2.7299 3.0329 -0.14 -0.03 -0.06 -0.121
C -0.1328 -3.0362 4.1366 0.10 0.09 -0.09 -0.033
C -0.1372 -2.1528 5.2108 -0.02 0.00 0.01 -0.001
C 0.6209 -0.9915 5.1708 0.04 0.02 -0.02 -0.016
C 1.4018 -0.6481 4.0733 0.07 -0.06 0.08 -0.292
C 2.2585 0.5815 4.1643 -0.02 0.07 0.01 -0.039
C 3.1633 0.1242 1.1650 -0.08 0.07 -0.12 -0.339
C 4.4101 0.2438 1.7842 0.10 0.06 0.05 -0.074
C 5.0890 1.4462 1.7427 -0.03 -0.06 -0.01 -0.027
C 4.5279 2.5196 1.0613 -0.06 -0.06 -0.02 -0.008
C 3.3331 2.3744 0.3753 0.01 -0.11 0.07 -0.010
C 2.6351 1.1639 0.3831 -0.01 0.12 -0.18 -0.274
C 1.5035 0.9819 -0.5918 -0.09 -0.15 0.11 -0.185
H 4.3043 -4.3842 3.8251 -0.02 -0.01 0.02 0.100
H 2.5723 -4.4480 3.5550 -0.02 -0.03 0.02 0.095
H 3.3617 -2.8965 3.8175 0.03 -0.06 -0.01 0.079
H 4.9700 -5.5231 1.9450 0.01 -0.03 0.04 0.133
H 5.5842 -5.4929 -0.4164 0.04 -0.04 -0.03 0.130
H 4.8052 -3.6570 -1.8951 0.02 0.01 -0.09 0.122
H 3.3422 -1.9108 -0.9692 -0.01 0.02 -0.02 0.099
H 0.6537 -3.4148 2.1906 -0.01 0.04 0.04 0.101
H -0.7068 -3.9479 4.1738 -0.07 -0.10 -0.01 0.125
H -0.7259 -2.3739 6.0902 -0.02 -0.02 0.04 0.130
H 0.6251 -0.3385 6.0327 0.00 0.04 0.03 0.129
H 1.9895 1.1461 5.0534 0.01 0.04 0.02 0.096
H 2.1781 1.2407 3.3005 -0.03 0.00 0.00 0.059
H 3.3093 0.3066 4.2570 0.04 0.00 0.03 0.096
H 4.8306 -0.5976 2.3209 0.03 -0.02 0.02 0.125
H 6.0469 1.5463 2.2302 0.06 0.00 0.04 0.127
H 5.0514 3.4631 1.0222 0.04 0.08 0.00 0.127
H 2.9654 3.1912 -0.2269 -0.06 0.10 -0.06 0.103
H 1.7455 0.1541 -1.2697 0.02 0.07 0.06 0.054
H 1.4375 1.8850 -1.1976 -0.01 -0.13 0.05 0.036

no.,total energy (a.u.)
1,-1149.13775
2,-1704.39847
3,-1573.12421
4,-4181.29399